Density functional theory data (ωB97M-V/def2-TZVPD) for a 2-piece molecular cluster, C2H8N2O2 overall at a distorted geometry.

XYZ file:
```
14
Properties=species:S:1:pos:R:3:forces:R:3
C 1.42650 1.06713 1.27473 -0.121 0.074 0.353
N 0.17094 0.57339 0.72345 0.215 -0.085 1.160
C -0.16803 0.76903 -0.56858 1.062 -1.282 -0.713
N -1.27639 0.03814 -1.03207 -0.692 0.567 0.404
O 0.55630 1.33301 -1.35849 -0.095 0.848 -0.144
H 2.21389 1.11857 0.52914 -0.134 0.190 -0.146
H 1.26330 2.02125 1.77372 0.210 0.272 -0.300
H 1.76377 0.39945 2.06833 -0.118 -0.218 -0.152
H -0.21322 -0.16696 1.28909 -0.494 -0.012 -0.544
H -2.04058 0.00440 -0.36612 -0.055 -0.034 -0.119
H -1.58210 0.39964 -1.92938 0.099 -0.063 0.145
H -0.76253 -3.21435 -1.13615 0.200 -0.189 0.345
H -0.82450 -1.74784 -0.83570 0.344 -0.227 0.398
O -0.52734 -2.59485 -0.43197 -0.421 0.159 -0.686
```
Forces are in eV/Å.

Values from the calculation:
Frontier orbital gap: 10.63 eV
Energy relative to the best compared isomer or geometry (same formula, charge and spin): 0.225 eV
SMILES: CNC(N)=O.O